Formula: C37H75BrCl2N5O17S7
Source: OMol25
Level of theory: ωB97M-V with the def2-TZVPD basis set

```
144
Properties=species:S:1:pos:R:3:forces:R:3
C -2.908765 -5.202828 -2.287973 0.505 0.985 -0.490
C -2.856392 -3.706307 -2.013706 0.305 -0.726 -0.292
O -2.594348 -3.297374 -0.905344 -0.678 0.757 -0.858
O -3.076370 -2.904686 -3.067783 -0.682 -0.631 0.025
C -3.946963 -1.775214 -2.790556 0.616 0.368 0.463
C -3.190377 -0.580014 -2.170950 -0.734 -0.147 -0.201
C -3.752228 -0.202008 -0.786732 0.289 -0.024 -0.517
C -3.481425 1.265923 -0.435442 -0.221 -0.543 -0.262
C -1.995234 1.591452 -0.240205 0.000 0.143 0.822
C -1.247675 0.470877 0.491040 -0.471 0.727 -0.405
N 0.200203 0.783902 0.497164 0.320 -0.242 1.219
C 0.926368 -0.186619 1.219518 -0.850 0.776 -0.190
N 0.376632 -0.670876 2.368038 1.290 0.082 -0.236
C 0.383523 0.290242 3.498236 -0.925 0.426 -0.113
C 0.037990 -0.397705 4.830469 -0.162 1.301 -0.055
C -1.342250 0.058474 5.334533 0.229 -1.009 -0.171
S -2.676376 -0.506942 4.218936 -0.125 0.104 -0.354
C -2.291604 -2.270799 4.143751 -0.297 0.123 1.058
S -2.784191 -3.258653 5.314862 0.347 0.062 -0.373
N -1.530745 -2.717277 3.038121 -0.009 -0.126 -0.228
C -1.915799 -2.669048 1.722640 0.218 0.087 -0.390
C -0.893295 -3.203473 0.991597 -0.317 0.162 1.022
N 0.139021 -3.564756 1.843440 -2.287 -0.319 2.437
C -0.275928 -3.272096 3.044440 -0.469 -0.781 0.270
N 2.099239 -0.537135 0.760477 -0.147 -0.851 0.052
C 2.964958 -1.481145 1.490517 1.338 -0.171 -0.435
C 3.132888 -2.863146 0.826544 -0.855 0.007 -0.095
C 1.840559 -3.461967 0.234282 1.491 -0.486 -1.266
Br 4.573675 -2.807183 -0.513675 -0.085 0.023 0.167
C 2.642305 0.019123 -0.448706 0.468 0.525 -0.117
Cl 3.996094 1.060516 -0.098955 -0.419 -0.193 -0.036
C 2.190654 -0.182252 -1.684705 -0.042 -0.019 0.418
C 1.010091 -1.037816 -2.038196 0.242 0.387 -0.130
Cl 2.999364 0.628979 -2.986483 -0.437 -0.441 0.296
H -2.127421 -5.654682 -1.680726 -0.084 -0.214 -0.054
H -3.885347 -5.585998 -1.993350 -0.080 0.045 -0.057
H -2.734605 -5.372075 -3.350583 -0.108 -0.213 0.115
H -4.397892 -1.500410 -3.741394 0.105 -0.225 -0.028
H -4.728610 -2.131536 -2.115140 -0.020 0.060 -0.091
H -2.130007 -0.836693 -2.137418 0.000 0.120 0.033
H -3.315273 0.263759 -2.857936 0.164 0.060 0.164
H -4.828471 -0.395186 -0.789543 0.008 0.188 0.022
H -3.323958 -0.902757 -0.063568 -0.191 0.162 0.073
H -3.859783 1.876333 -1.256276 -0.017 0.062 0.168
H -4.085125 1.519883 0.440717 0.289 0.089 0.095
H -1.489414 1.901219 -1.157653 -0.098 -0.333 -0.124
H -1.942244 2.455545 0.437269 0.068 0.126 -0.283
H -1.367242 -0.495463 -0.000538 0.085 0.077 0.064
H -1.686685 0.416221 1.494173 0.195 -0.296 -0.038
H 0.352820 1.659149 1.004420 0.019 0.299 -0.566
H 0.697552 -1.600823 2.618655 0.204 0.321 0.007
H 1.314981 0.868026 3.555404 0.133 -0.423 -0.032
H -0.406154 1.026226 3.300113 0.090 -0.049 -0.091
H 0.079010 -1.477736 4.715133 0.157 0.107 0.402
H 0.747326 -0.039063 5.580281 0.183 -0.483 -0.030
H -1.512556 -0.328262 6.340684 -0.152 0.027 -0.073
H -1.423294 1.146260 5.359321 -0.012 -0.057 -0.049
H -2.860617 -2.269511 1.395877 0.030 -0.007 0.238
H -0.896914 -3.304632 -0.082928 0.455 -0.177 0.471
H 0.296302 -3.423292 3.948358 -0.190 -0.152 0.072
H 3.959147 -1.025376 1.488446 -0.191 0.088 0.195
H 2.688675 -1.580143 2.538209 -0.370 0.065 -0.140
H 3.500312 -3.545352 1.589354 0.218 0.205 0.023
H 0.941901 -2.888802 0.463489 1.713 0.149 -1.187
H 1.950965 -3.648429 -0.832256 0.107 0.346 -0.206
H 1.696955 -4.447035 0.684662 0.060 0.338 -0.316
H 1.365461 -1.939904 -2.538659 -0.152 0.061 -0.153
H 0.357018 -0.456381 -2.692215 0.063 -0.183 -0.137
H 0.421507 -1.320608 -1.170345 0.139 -0.058 0.111
O 0.250592 6.871640 1.848677 0.004 -0.068 -0.332
S -0.713489 5.936932 2.333071 -0.310 0.189 0.702
O -1.342805 5.011836 1.429380 0.268 -0.092 0.347
O -1.828889 6.705672 3.150977 0.153 -0.200 -0.029
C -2.501186 7.826087 2.519168 -0.406 0.488 -0.367
C -3.546189 7.386467 1.513347 0.157 -0.293 -0.026
C -0.033958 5.037514 3.687736 -0.021 -0.090 0.043
H -1.764506 8.490522 2.066108 0.134 -0.144 0.039
H -2.974955 8.372239 3.331713 0.134 -0.170 0.174
H -3.091937 6.912689 0.644214 -0.020 0.071 -0.039
H -4.115514 8.247223 1.165277 0.021 0.038 0.053
H -4.230358 6.664472 1.959368 -0.043 0.070 0.034
H 0.406234 5.740542 4.389326 -0.011 0.015 -0.018
H 0.730921 4.374627 3.286702 0.009 0.063 -0.055
H -0.827947 4.461092 4.157180 -0.015 0.038 -0.014
O -3.571961 3.935658 -2.175741 -0.143 0.118 -0.063
S -2.800318 5.102785 -2.499400 0.651 0.078 -0.186
O -3.419950 6.390383 -2.535687 -0.234 -0.101 0.101
O -2.045151 4.843124 -3.880692 0.016 -0.058 0.249
C -2.832113 4.421537 -5.013789 -0.367 -0.047 -0.531
C -3.601379 5.567323 -5.640391 -0.079 0.140 0.213
C -1.380635 5.183451 -1.466720 -0.113 0.152 -0.023
H -3.498399 3.607603 -4.721370 0.038 0.045 0.162
H -2.119672 4.017387 -5.730967 0.177 0.032 0.178
H -4.379436 5.933878 -4.971786 -0.004 -0.024 -0.010
H -4.074866 5.240142 -6.566220 0.061 -0.053 -0.010
H -2.935997 6.402705 -5.856951 0.028 -0.045 -0.065
H -0.882350 4.218025 -1.468247 -0.012 -0.007 0.004
H -1.718600 5.431414 -0.454861 0.043 -0.139 -0.531
H -0.722316 5.962661 -1.844737 -0.034 -0.001 -0.028
O 5.703015 -2.306477 5.237713 -0.268 0.117 -0.055
S 6.639755 -1.221611 5.230987 0.639 -0.052 -0.060
O 6.174824 0.130901 5.280129 -0.270 -0.055 0.043
O 7.601054 -1.392284 3.969061 -0.013 -0.046 0.301
C 6.968167 -1.559566 2.690006 -0.281 0.046 -0.591
C 6.430531 -0.252170 2.142702 -0.092 0.082 0.163
C 7.853618 -1.467762 6.479499 0.051 -0.046 0.003
H 6.181622 -2.314166 2.764166 0.038 -0.011 0.125
H 7.732243 -1.955635 2.024238 0.143 -0.012 0.197
H 5.603722 0.120842 2.749540 0.028 0.009 0.006
H 6.070387 -0.395280 1.123649 0.137 -0.067 -0.029
H 7.203893 0.515522 2.142423 0.028 -0.033 -0.054
H 8.231839 -2.483606 6.406148 -0.015 0.001 -0.025
H 7.366294 -1.312158 7.439478 -0.063 0.017 -0.035
H 8.650187 -0.741771 6.340201 -0.028 0.020 -0.025
O -6.368203 -4.367367 1.884864 -0.204 0.084 -0.167
S -5.730078 -5.222358 0.929858 0.621 -0.441 0.472
O -6.202605 -5.294635 -0.418060 -0.128 0.212 -0.195
O -5.639679 -6.691627 1.532365 0.078 0.162 -0.051
C -6.857107 -7.302663 2.013472 -0.590 -0.339 0.114
C -7.732072 -7.810517 0.885092 0.049 0.194 -0.191
C -4.002555 -4.881686 0.912004 -0.391 -0.234 0.301
H -7.396646 -6.601699 2.652225 0.115 0.124 -0.062
H -6.538512 -8.133977 2.639387 0.241 0.087 -0.030
H -8.132758 -6.988025 0.293756 -0.020 0.000 0.026
H -8.570048 -8.379507 1.287668 0.047 -0.018 0.061
H -7.159243 -8.448496 0.212252 -0.007 -0.067 0.059
H -3.637745 -4.868040 1.935367 -0.046 -0.075 0.036
H -3.874473 -3.911686 0.446405 -0.195 -0.215 0.106
H -3.495161 -5.645325 0.327775 -0.026 0.045 0.063
O 4.733241 2.174639 -7.831331 0.032 0.147 -0.123
S 5.619332 2.398402 -6.731641 0.162 -0.353 0.300
O 6.356432 3.616465 -6.618703 -0.102 0.117 -0.141
O 6.623530 1.167045 -6.620740 -0.192 0.052 0.136
C 7.370520 0.799298 -7.800495 0.421 -0.083 -0.509
C 8.532253 1.736737 -8.062605 -0.104 0.239 0.082
C 4.759795 2.111754 -5.220007 0.020 -0.023 0.048
H 6.701570 0.743165 -8.660572 -0.120 0.080 0.103
H 7.740506 -0.206482 -7.610175 -0.143 0.002 0.214
H 8.183853 2.731074 -8.339155 -0.004 -0.018 -0.021
H 9.147066 1.353274 -8.876932 -0.024 -0.075 0.019
H 9.149186 1.842859 -7.170315 0.031 -0.074 -0.018
H 4.236573 1.162844 -5.292949 0.044 -0.014 -0.096
H 4.052185 2.927901 -5.088153 0.032 0.037 -0.079
H 5.478927 2.102769 -4.404596 0.018 0.011 -0.025
```
Positions in Å, forces in eV/Å.

For the maximum force, the calculation gives 3.36 eV Å⁻¹. Its charge is +1. The calculation puts the LUMO energy at -3.7 eV. The value obtained for the gap between HOMO and LUMO is 7.777 eV. The calculation puts the HOMO energy at -11.527 eV.

Results of the Mulliken charge analysis, in e, for atoms 1 through 4: number 1, C, carries -1.462; number 2, C, carries 0.552; number 3, O, carries 0.226; number 4, O, carries -0.427